28
Properties=species:S:1:pos:R:3:forces:R:3 method="wB97M-V/def2-TZVPD" homo_energy_ev="-13.91 / -16.82" de_lowest_kcal_mol=0.00 spin_multiplicity=3 s2=2.01 gap_ev="7.710 / 4.915" total_charge=+2
C 1.158 0.499 0.118 -4.128 -2.284 -2.471
C -3.181 0.318 0.804 2.038 -0.946 0.478
C -0.085 -2.991 -0.425 -1.039 1.056 -3.467
C 3.483 1.298 -0.393 -0.083 -2.978 1.898
C -2.043 1.233 0.464 0.489 -1.201 -0.125
C -0.045 -0.432 -0.240 1.025 1.216 3.123
N 1.052 1.146 1.253 1.483 1.722 2.935
N 0.111 -1.568 -0.963 1.130 -1.821 -1.353
N 2.282 0.382 -0.582 5.981 1.445 -0.980
N -1.116 0.570 -0.603 -2.312 1.544 -1.086
H -3.782 0.205 -0.024 -1.324 -0.707 -2.128
H -2.934 -0.654 1.269 0.319 0.389 -0.526
H -3.822 0.741 1.482 -1.398 1.486 1.932
H -1.053 -3.224 -0.906 -0.137 -0.350 1.094
H 0.548 -3.651 -1.064 0.296 0.463 1.345
H -0.085 -3.059 0.645 0.317 -0.135 0.301
H 4.231 1.063 -1.113 0.020 0.496 -1.358
H 4.141 1.010 0.525 -1.612 0.097 -0.743
H 3.151 2.283 -0.211 -0.188 1.259 -0.378
H -1.390 1.440 1.252 0.602 0.413 1.532
H -2.307 2.190 0.051 -0.490 0.230 -0.343
H -0.378 -0.899 0.694 -0.254 0.799 0.587
H 0.251 0.836 1.740 -0.630 0.204 1.399
H 1.850 1.478 1.821 -0.607 -0.491 -0.355
H 0.289 -1.596 -1.957 0.056 0.426 -0.054
H 2.290 -0.164 -1.420 0.051 -0.637 -0.260
H -1.850 0.104 -1.136 0.292 -0.023 -0.889
H -0.768 1.442 -1.082 0.104 -1.674 -0.111

39
Properties=species:S:1:pos:R:3:forces:R:3 method="wB97M-V/def2-TZVPD" homo_energy_ev=-4.55 de_lowest_kcal_mol=0.00 gap_ev=6.352 total_charge=-1
W -1.429 -1.502 1.559 -0.118 -0.674 -0.110
N 0.769 -1.980 1.193 -0.022 0.220 -0.050
C 1.451 -1.897 -0.132 -0.071 -0.149 0.076
C 1.934 -0.513 -0.499 0.119 0.023 0.043
N 0.886 0.418 -0.828 -0.104 -0.024 0.094
C 1.371 1.790 -0.752 0.095 0.035 -0.020
C 0.312 2.861 -0.951 0.002 0.027 0.007
N -0.845 2.625 -0.088 -0.017 0.008 -0.021
C 0.172 0.064 -2.036 0.056 0.067 -0.165
C -1.188 -0.608 -1.789 -0.079 -0.011 -0.004
N -1.731 -0.259 -0.465 0.071 0.012 0.067
H 1.367 -1.553 1.904 0.010 0.049 -0.068
H 0.710 -2.972 1.408 -0.056 0.026 0.140
H 0.767 -2.315 -0.871 0.014 0.022 0.027
H 2.327 -2.550 -0.080 -0.010 -0.005 -0.070
H 2.636 -0.637 -1.348 0.000 -0.015 0.022
H 2.514 -0.105 0.330 0.016 0.022 0.049
H 2.188 1.977 -1.474 -0.036 -0.010 -0.005
H 1.803 1.926 0.244 0.002 -0.004 -0.032
H -0.036 2.897 -1.988 0.013 -0.017 0.004
H 0.810 3.816 -0.745 -0.012 -0.014 -0.013
H -1.490 3.403 -0.149 0.005 0.016 0.025
H -0.530 2.581 0.880 -0.021 -0.013 -0.045
H 0.787 -0.600 -2.660 -0.032 0.018 -0.065
H 0.008 0.965 -2.629 0.003 0.011 0.049
H -1.135 -1.694 -1.865 0.022 -0.002 0.059
H -1.878 -0.268 -2.566 -0.004 -0.079 -0.036
H -2.736 -0.410 -0.492 -0.045 0.108 -0.002
H -1.559 0.743 -0.283 0.010 -0.041 0.008
Se 1.942 4.290 2.045 -0.001 0.014 0.052
Sb 2.229 2.630 3.742 0.083 0.006 -0.011
Se -2.676 0.478 2.550 0.130 -0.240 -0.075
Se -0.352 0.486 2.672 -0.154 0.277 -0.020
Se 3.369 0.698 2.842 -0.011 -0.070 -0.027
O -1.348 -2.999 0.152 -0.270 0.086 0.146
Se -3.010 -3.586 0.350 0.031 0.092 -0.046
O -3.356 -2.012 1.055 0.108 -0.022 -0.081
O -1.365 -2.572 2.872 0.164 0.096 0.096
O -3.686 -3.616 -1.110 0.107 0.152 0.001

no.,strongest force on any atom (eV/Å)
1,6.2
2,0.7